Entry 1:
Molecular formula: C25H37F6N6O7S2
Method: DFT, ωB97M-V/def2-TZVPD

The geometry in ORCA input format:
```
! wB97M-V def2-TZVPD RIJCOSX def2/J DEFGRID3
* xyz -1 1
S -5.58237 -1.54901 0.79322
S -4.72037 0.99030 0.24249
F 0.05971 1.78790 0.14801
F -1.57466 3.44791 1.11047
F -1.63258 1.77509 -1.19946
F -1.48483 -0.78400 -1.02599
F -1.64049 1.69941 2.38825
F -2.13893 -0.67016 1.04190
O 1.08754 -0.79514 -0.51846
O 0.56226 -0.86477 1.64956
O -4.13053 0.35293 -0.92317
O -4.11018 3.19871 1.47132
O -5.87820 1.76270 -0.18811
O -4.40074 -2.38302 0.60882
O -6.39304 -1.54558 -0.41944
N 0.80051 -3.23825 -2.52103
N 0.51620 7.48367 6.12140
N 2.80958 4.22891 2.47866
N 6.28406 -2.73616 -3.78718
N -7.91405 -4.58047 0.72002
N -5.24979 -0.05517 1.41682
C 4.02380 -3.49665 -0.43502
C 4.57842 6.65059 4.88866
C -1.26181 1.38619 0.03948
C -8.70313 -3.92068 0.20728
C 6.21681 -4.23842 -5.92200
C -3.60144 2.25124 1.01989
C 0.39620 7.24991 5.00279
C 0.23611 -0.64488 0.55545
C -10.41324 -3.78384 -1.59144
C -9.69442 -3.06932 -0.44522
C -9.49051 -4.11315 -2.75939
C -1.09996 6.29984 3.25308
C -2.03161 2.15313 1.16845
C 6.60297 -5.68942 -5.62468
C -1.23597 -0.18432 0.18049
C 6.25454 -3.39678 -4.72610
C 5.18288 5.25384 2.84373
C 3.99828 -4.36799 -1.68558
C 5.46730 5.55065 4.31815
C 0.24765 6.94953 3.57814
C 3.85348 4.67920 2.63964
C 3.34951 -3.67412 -2.88471
C 1.92190 -3.43068 -2.68091
C 8.05870 -5.84514 -5.20012
C -1.25629 4.91193 3.86051
H 3.47478 -4.30347 -3.77021
H 5.20457 -4.21690 -6.33369
H 3.86109 -2.73318 -3.09262
H -0.45398 4.24864 3.53156
H -10.88087 -4.70364 -1.22901
H -8.71015 -4.81715 -2.46507
H -9.01136 -3.21165 -3.14594
H 8.25787 -5.32802 -4.25946
H 3.52672 6.35771 4.88412
H 5.34704 4.64316 4.91474
H -6.34184 -2.19359 1.75015
H 1.06382 6.30073 3.24896
H 0.33759 7.88112 3.01312
H 6.51141 5.85922 4.41523
H 3.47777 -5.30388 -1.46436
H -9.21275 -2.15920 -0.81177
H 4.85790 6.86339 5.92143
H -1.91852 6.93902 3.59484
H 8.73360 -5.44686 -5.96111
H 5.93033 4.54894 2.47162
H 5.28775 6.16546 2.25082
H -1.19298 6.21682 2.16767
H 0.76986 -1.57038 -1.02610
H -1.24678 4.94935 4.95245
H 3.01531 -3.26842 -0.08485
H -11.21853 -3.13880 -1.95290
H 6.87634 -3.82379 -6.68771
H -10.43259 -2.75753 0.29816
H 4.54607 -4.01274 0.37237
H 8.29797 -6.89985 -5.05601
H -10.05999 -4.56863 -3.57254
H 5.95371 -6.10018 -4.84720
H 6.43602 -6.28472 -6.52549
H -2.20537 4.47266 3.55136
H 5.02580 -4.62962 -1.95013
H 4.54248 -2.55492 -0.62529
H 4.68067 7.57445 4.31424
*
```

Values from the calculation:
Kohn-Sham gap = 7.116 eV
Calculated total energy = -3225.5486 Eh
LUMO energy = 1.59 eV

Atomic partial charges in e from the Mulliken method, atoms 1 to 8: 0.829 1.292 -0.356 -0.303 -0.276 -0.372 -0.282 -0.254

***

Entry 2:
Molecular formula: C25H37FeO2
Method: DFT, ωB97M-V/def2-TZVPD

The geometry in ORCA input format:
```
! wB97M-V def2-TZVPD RIJCOSX def2/J DEFGRID3
* xyz 0 6
Fe -0.10551 -0.25513 1.20825
O -0.43150 -1.59190 -3.35013
O 0.57076 0.98284 -3.65914
C 1.62418 1.85299 -4.12541
C 1.44826 0.43456 6.14200
C 1.22647 0.63170 -0.02639
C -0.96712 2.42092 -2.23800
C -1.13330 -1.85619 1.12775
C -0.92451 0.37083 6.84106
C -1.84904 0.29776 1.78205
C 0.80305 1.18420 2.21093
C -1.59587 -1.08718 2.35183
C -0.62362 -1.30871 -4.76998
C 0.59801 1.61343 0.83814
C -1.64075 1.61655 -4.43992
C 0.39423 -1.99720 -5.71470
C -0.54241 -0.93233 3.44261
C -1.86570 0.24849 0.35415
C 0.15848 -0.38574 6.07609
C -1.38973 -1.07748 -0.05965
C 0.34372 -1.69462 6.82949
C 0.64630 3.05629 -4.12477
C 1.89267 -0.33817 0.80052
C 1.63739 0.00098 2.17769
C -0.20640 -0.69404 4.61916
C 0.61694 -2.58728 -3.32915
C 1.16258 -2.91672 -4.76683
C -0.43700 2.06172 -3.61915
H 1.66518 0.78634 7.16398
H 1.21661 -2.23665 6.45968
H -0.13189 -2.48892 -6.53703
H -0.54278 0.51761 7.86598
H 2.41322 1.88121 -3.35665
H 0.09082 2.53572 0.55769
H 2.02124 1.60358 -5.12311
H 0.92421 3.81980 -3.38195
H -1.71605 3.23570 -2.33091
H 1.38812 -2.15191 -2.68399
H -0.21720 2.69918 -1.48328
H -1.83624 0.55188 -4.12438
H -2.25697 1.05777 -0.25415
H -1.15347 1.36835 6.44676
H 0.35522 1.63584 3.08498
H -0.46092 -0.23522 -4.87387
H 2.55099 -1.15466 0.46809
H 1.05985 -1.25311 -6.17714
H 0.96370 -3.98056 -4.98161
H -1.84473 -0.22048 6.94081
H -0.86650 -2.89119 1.20451
H -2.49638 -1.52331 2.82716
H 0.26555 -3.54699 -2.89304
H -1.36714 1.73737 -5.51412
H -1.64118 -1.54960 -5.14519
H -0.56070 -2.29599 6.72709
H 1.29168 0.70308 -1.13051
H -2.07123 1.16393 2.42142
H -2.54567 2.20241 -4.15736
H 2.24157 -2.74663 -4.86284
H 2.29933 -0.18335 5.82472
H 1.38841 1.33271 5.51431
H -1.30718 -1.40034 -1.09865
H 2.00491 -0.55683 3.04467
H -1.48425 1.54736 -1.79301
H 0.46794 3.50502 -5.12786
H 0.48137 -1.51970 7.90036
*
```

Values from the calculation:
Kohn-Sham gap (spin up / spin down) = 5.276 / 8.104 eV
Calculated total energy = -2388.5355 Eh
LUMO energy (spin up / spin down) = 0.80 / 0.00 eV

Atomic partial charges in e from the Mulliken method, atoms 1 to 8: -0.140 -0.077 -0.489 -0.311 -1.600 0.120 -1.698 -1.478

***

Entry 3:
Molecular formula: C25H37Ge2LuN6O
Method: DFT, ωB97M-V/def2-TZVPD

The geometry in ORCA input format:
```
! wB97M-V def2-TZVPD RIJCOSX def2/J DEFGRID3
* xyz 1 2
Lu 1.49421 -0.11813 0.53230
Ge -1.67089 0.25645 1.61209
Ge -3.17845 -0.71451 3.29821
O -0.00218 0.07037 1.81231
N 3.59840 0.98719 0.39253
N 1.35011 3.62316 -1.85613
N 3.28874 2.43640 -1.40538
N 1.14605 1.48981 -1.01816
N 5.46464 1.79510 -0.76668
N 2.04830 -2.05094 -0.09658
C -1.79362 4.51481 1.15228
C -1.50081 3.16340 1.46899
C 1.06266 -4.27072 -1.78448
C -2.66869 -1.92435 -2.79904
C 0.47107 -5.24693 -2.72918
C 6.39144 1.36301 0.29871
C 6.10770 2.71013 -1.72193
C -1.26797 -0.81359 -1.22469
C -1.45962 -1.29963 -2.53833
C -3.34635 -1.68770 -0.46300
C -2.17931 -0.92494 -0.14281
C -2.50325 -2.49922 3.78581
C 2.66663 -2.41960 -1.26145
C -3.48109 0.24825 5.01999
C -5.02643 -0.84472 2.62636
C 1.15599 -3.10329 0.37725
C 2.16809 -3.48596 -2.10799
C 1.89855 2.48538 -1.44874
C -3.06739 3.72842 -0.74599
C -3.52907 -2.19976 -1.74608
C -2.02341 2.10439 0.74544
C -2.82295 2.36348 -0.35518
C 0.72778 -4.11704 -0.39912
C -2.60765 4.75789 0.06394
C 4.08629 1.68026 -0.58695
H -4.50594 -2.59327 -1.93954
H 6.24202 1.99953 1.20024
H 0.94360 -5.29858 -3.70119
H 7.16591 2.30543 -1.81924
H -1.43613 -2.56935 3.69802
H -0.84126 3.01486 2.34460
H -0.33989 -0.23292 -1.09885
H 4.30556 0.32064 0.80040
H -5.10513 -1.76360 1.94589
H -4.38593 -0.13543 5.41785
H -4.09529 -1.84035 0.32753
H -3.64594 1.31446 4.90573
H -5.27986 0.11299 2.12667
H 0.51870 -6.25583 -2.30014
H 0.85130 -2.98737 1.42838
H 5.53736 2.71953 -2.62241
H 6.17544 3.68507 -1.20609
H -3.20397 1.59348 -0.99994
H -2.68321 -2.59908 4.87257
H -0.72202 -1.17412 -3.31089
H 3.82714 3.03493 -2.05549
H -0.57538 -5.00353 -2.90763
H 2.71949 -3.62515 -3.03096
H -2.99645 -2.10773 -3.84506
H -2.87702 -3.28309 3.18554
H 0.17332 1.85760 -1.12913
H -5.70697 -0.91289 3.45557
H -2.79706 5.78505 -0.20725
H -2.69694 0.15044 5.74200
H 6.08067 0.32634 0.47704
H 7.40728 1.50709 -0.07525
H -1.37809 5.33655 1.75602
H 0.37415 3.77711 -2.09405
H -3.60486 3.95537 -1.61470
H 3.63300 -1.97252 -1.50397
H -0.00266 -4.86503 -0.02126
H 1.92753 4.36651 -2.18938
*
```

Values from the calculation:
Kohn-Sham gap (spin up / spin down) = 4.462 / 8.010 eV
Calculated total energy = -6767.8014 Eh
LUMO energy (spin up / spin down) = -2.67 / -2.68 eV

Atomic partial charges in e from the Mulliken method, atoms 1 to 8: 1.611 0.301 0.713 -0.605 -0.711 -0.394 -0.014 -0.295